1.
{"formula": "C27H24BrCl5MoN4O7", "method": "ωB97M-V with the def2-TZVPD basis set", "elements": ["Mo", "O", "C", "O", "C", "C", "C", "C", "C", "O", "C", "C", "O", "O", "H", "H", "H", "H", "H", "H", "H", "H", "Br", "C", "C", "C", "C", "C", "N", "C", "O", "O", "H", "H", "H", "C", "C", "N", "C", "N", "C", "C", "C", "N", "C", "H", "H", "H", "H", "H", "H", "H", "H", "H", "H", "H", "H", "H", "Cl", "C", "C", "C", "Cl", "C", "Cl", "C", "Cl", "C", "Cl"], "xyz": [[1.208, 0.367, -0.359], [-2.833, -1.705, 0.647], [-2.603, -0.710, 1.231], [0.159, -0.662, 0.382], [-2.453, -0.444, 2.705], [-1.102, -0.910, 3.311], [-1.219, -0.772, 4.833], [-1.140, 0.771, 5.002], [-0.973, 1.228, 3.546], [-0.219, 0.166, 2.966], [-2.315, 1.083, 2.813], [-2.224, 1.536, 1.378], [-1.979, 2.630, 0.944], [-2.467, 0.506, 0.529], [-3.302, -0.887, 3.221], [-0.710, -1.854, 2.933], [-0.385, -1.274, 5.318], [-2.143, -1.202, 5.216], [-0.261, 1.058, 5.575], [-2.016, 1.204, 5.483], [-0.474, 2.180, 3.383], [-3.134, 1.605, 3.308], [1.789, -2.648, -5.210], [4.185, -0.552, -0.023], [5.470, -0.454, 0.478], [5.787, 0.597, 1.324], [4.813, 1.528, 1.663], [3.555, 1.369, 1.131], [3.258, 0.358, 0.299], [2.407, 2.304, 1.430], [2.525, 3.249, 2.156], [1.283, 1.950, 0.817], [6.200, -1.203, 0.209], [6.788, 0.687, 1.726], [4.998, 2.361, 2.325], [-3.217, 1.406, -3.812], [-2.990, 2.373, -2.664], [-1.678, 2.118, -2.073], [-0.734, 1.455, -2.714], [0.405, 1.099, -2.030], [1.513, 0.583, -2.556], [1.628, 0.751, -4.032], [0.285, 0.379, -4.640], [-0.802, 1.151, -3.995], [-2.022, 1.437, -4.749], [-4.122, 1.673, -4.355], [-3.343, 0.394, -3.421], [-3.732, 2.241, -1.879], [-3.040, 3.408, -3.009], [-1.580, 2.255, -1.064], [0.622, -2.653, -2.209], [3.871, -1.370, -0.658], [2.424, 0.168, -4.488], [1.817, 1.824, -4.161], [0.119, -0.696, -4.520], [0.268, 0.579, -5.709], [-2.110, 0.677, -5.524], [-1.925, 2.410, -5.237], [1.562, -1.616, -2.051], [1.950, -2.526, 0.126], [0.796, -3.117, 0.531], [0.156, -3.034, 1.842], [0.855, -2.276, 3.216], [-1.061, -3.630, 1.811], [-2.195, -3.743, 3.092], [-1.282, -4.149, 0.479], [-2.699, -4.960, -0.027], [-0.195, -3.845, -0.265], [-0.017, -4.226, -1.945]], "total_charge": 0, "gap_ev": [5.27, 5.43], "s_squared": 2.02, "total_energy_ev": -183184.68431, "mol_weight_g_mol": 869.62, "relative_energy_kcal_mol": 251.9, "multiplicity": 3}

***

2.
{"formula": "C27H24BrP2S3W", "method": "ωB97M-V with the def2-TZVPD basis set", "elements": ["W", "C", "C", "P", "C", "C", "C", "C", "C", "C", "C", "C", "C", "C", "C", "C", "P", "C", "C", "C", "C", "C", "C", "C", "C", "C", "C", "C", "C", "H", "H", "H", "H", "H", "H", "H", "H", "H", "H", "H", "H", "H", "H", "H", "H", "H", "H", "H", "H", "H", "H", "H", "H", "S", "C", "S", "S", "Br"], "xyz": [[-0.499, -1.985, 0.388], [-1.556, 1.447, -0.112], [-0.510, 1.204, -1.189], [0.783, 0.164, -0.450], [1.532, 1.160, 0.851], [2.155, 2.359, 0.493], [2.691, 3.171, 1.476], [2.617, 2.791, 2.813], [2.016, 1.596, 3.168], [1.473, 0.779, 2.185], [2.065, -0.055, -1.699], [3.333, -0.491, -1.316], [4.327, -0.654, -2.264], [4.066, -0.377, -3.601], [2.811, 0.069, -3.987], [1.810, 0.227, -3.040], [-1.929, -0.099, 0.854], [-2.404, 0.588, 2.457], [-1.803, 0.314, 3.682], [-2.272, 0.919, 4.836], [-3.343, 1.800, 4.783], [-3.950, 2.078, 3.566], [-3.489, 1.470, 2.411], [-0.931, -2.010, -1.668], [0.128, -2.469, -2.462], [-0.011, -2.568, -3.844], [-1.192, -2.189, -4.454], [-2.254, -1.737, -3.676], [-2.135, -1.664, -2.301], [-2.485, 1.784, -0.577], [-1.240, 2.216, 0.595], [-0.098, 2.146, -1.557], [-0.938, 0.661, -2.030], [2.234, 2.652, -0.548], [3.173, 4.099, 1.200], [3.039, 3.432, 3.576], [1.969, 1.293, 4.206], [1.018, -0.164, 2.461], [3.554, -0.690, -0.274], [5.310, -0.991, -1.963], [4.846, -0.502, -4.339], [2.607, 0.294, -5.026], [0.835, 0.565, -3.364], [-0.963, -0.366, 3.753], [-1.797, 0.699, 5.783], [-3.707, 2.266, 5.688], [-4.789, 2.760, 3.515], [-3.984, 1.688, 1.471], [1.067, -2.778, -2.017], [0.817, -2.941, -4.433], [-1.297, -2.257, -5.529], [-3.188, -1.458, -4.147], [-2.982, -1.348, -1.705], [-2.832, -5.347, 2.433], [-2.114, -4.154, 1.652], [-1.588, -2.612, 2.379], [-1.693, -3.987, -0.039], [1.699, -2.797, 0.937]], "total_charge": 1, "gap_ev": [5.80, 5.80], "total_energy_ev": -151335.05516, "mol_weight_g_mol": 770.38, "relative_energy_kcal_mol": 35.7, "multiplicity": 1}

***

3.
{"formula": "C27H24GeN3O3PdS", "method": "ωB97M-V with the def2-TZVPD basis set", "elements": ["Pd", "O", "N", "C", "C", "C", "C", "C", "S", "H", "H", "H", "H", "C", "Ge", "C", "C", "C", "C", "C", "C", "C", "C", "C", "C", "C", "C", "C", "C", "C", "C", "H", "H", "H", "H", "H", "H", "H", "H", "H", "H", "H", "H", "H", "H", "H", "C", "N", "C", "C", "C", "O", "N", "C", "O", "H", "H", "H", "H", "H"], "xyz": [[1.031, 0.483, 0.716], [3.161, 0.829, 1.023], [3.411, 1.983, 1.609], [4.660, 2.165, 2.095], [5.042, 3.343, 2.677], [4.106, 4.377, 2.768], [2.840, 4.176, 2.282], [2.459, 2.957, 1.693], [0.876, 2.702, 1.071], [5.291, 1.299, 1.968], [6.049, 3.442, 3.055], [4.371, 5.322, 3.223], [2.083, 4.945, 2.343], [-2.277, 0.978, 2.082], [-1.280, 0.473, 0.454], [-2.115, -1.222, -0.164], [-3.361, -1.152, -0.791], [-4.015, -2.294, -1.234], [-3.428, -3.540, -1.058], [-2.191, -3.629, -0.438], [-1.545, -2.480, 0.003], [-1.833, 1.758, -0.955], [-2.713, 2.768, -0.662], [-3.147, 3.691, -1.643], [-2.699, 3.588, -2.926], [-1.784, 2.566, -3.284], [-1.298, 2.445, -4.609], [-0.409, 1.463, -4.940], [0.040, 0.557, -3.957], [-0.414, 0.648, -2.671], [-1.342, 1.653, -2.294], [-3.354, 0.960, 1.895], [-1.983, 1.969, 2.428], [-2.049, 0.256, 2.866], [-3.829, -0.186, -0.951], [-4.979, -2.211, -1.723], [-3.931, -4.435, -1.407], [-1.718, -4.595, -0.300], [-0.580, -2.566, 0.484], [-3.095, 2.878, 0.347], [-3.838, 4.479, -1.366], [-3.032, 4.282, -3.691], [-1.645, 3.152, -5.355], [-0.044, 1.379, -5.957], [0.758, -0.212, -4.212], [-0.031, -0.043, -1.927], [1.340, -4.883, 3.098], [1.594, -3.958, 2.015], [2.092, -4.375, 0.815], [2.310, -3.518, -0.194], [1.941, -2.124, 0.014], [1.927, -1.292, -0.910], [1.545, -1.730, 1.245], [1.328, -2.590, 2.263], [0.915, -2.285, 3.374], [1.532, -5.896, 2.745], [0.307, -4.802, 3.432], [1.982, -4.668, 3.953], [2.285, -5.438, 0.735], [2.680, -3.843, -1.153]], "total_charge": -1, "gap_ev": 7.16, "total_energy_ev": -109835.14901, "mol_weight_g_mol": 649.60, "relative_energy_kcal_mol": 14.4, "multiplicity": 1}

***

4.
{"formula": "C27H24N11OOsS", "method": "ωB97M-V with the def2-TZVPD basis set", "elements": ["Os", "C", "C", "C", "C", "C", "C", "C", "C", "S", "C", "N", "C", "C", "C", "C", "C", "C", "C", "C", "H", "H", "H", "H", "H", "H", "H", "H", "H", "H", "H", "H", "H", "H", "H", "H", "N", "C", "N", "N", "N", "N", "C", "N", "N", "N", "N", "H", "C", "C", "C", "C", "C", "C", "C", "H", "H", "H", "H", "H", "H", "H", "O", "C", "N"], "xyz": [[0.400, -0.559, -1.312], [-4.574, -0.443, 1.882], [-3.929, -0.475, 3.267], [-4.370, 0.785, 4.028], [-4.434, -1.728, 4.000], [-2.404, -0.519, 3.198], [-1.678, -0.547, 4.392], [-0.295, -0.607, 4.383], [0.363, -0.633, 3.170], [2.091, -0.734, 2.930], [1.825, -0.717, 1.201], [0.497, -0.627, 0.834], [-0.327, -0.592, 1.942], [-1.727, -0.541, 1.986], [2.851, -0.764, 0.266], [4.212, -0.866, 0.643], [5.201, -0.869, -0.310], [4.862, -0.781, -1.656], [3.523, -0.683, -2.041], [2.498, -0.671, -1.117], [-5.661, -0.407, 1.988], [-4.320, -1.331, 1.301], [-4.259, 0.429, 1.309], [-5.461, 0.847, 4.051], [-3.984, 1.676, 3.530], [-4.008, 0.784, 5.058], [-5.527, -1.737, 4.026], [-4.069, -1.772, 5.027], [-4.093, -2.624, 3.478], [-2.189, -0.528, 5.346], [0.269, -0.636, 5.306], [-2.255, -0.510, 1.048], [4.439, -0.936, 1.701], [6.242, -0.940, -0.017], [5.629, -0.781, -2.419], [3.303, -0.598, -3.087], [-1.861, -0.512, -4.134], [-0.523, -0.471, -4.341], [-0.004, -0.454, -5.549], [1.321, -0.375, -5.353], [1.602, -0.342, -4.111], [0.449, -0.408, -3.395], [-2.441, -0.425, -2.908], [-3.744, -0.397, -2.712], [-3.881, -0.260, -1.387], [-2.733, -0.211, -0.816], [-1.768, -0.317, -1.754], [-2.454, -0.595, -4.941], [0.528, 1.606, -1.105], [1.812, 2.246, -1.506], [2.812, 2.508, -0.566], [4.018, 3.073, -0.941], [4.245, 3.417, -2.267], [3.253, 3.188, -3.208], [2.050, 2.611, -2.831], [-0.282, 1.977, -1.737], [0.287, 1.844, -0.069], [2.644, 2.247, 0.473], [4.788, 3.236, -0.196], [5.189, 3.857, -2.564], [3.415, 3.457, -4.245], [1.291, 2.414, -3.580], [0.598, -4.931, -1.108], [0.449, -3.765, -1.196], [0.296, -2.584, -1.287]], "total_charge": -1, "gap_ev": [5.58, 4.39], "s_squared": 6.06, "total_energy_ev": -60129.32037, "mol_weight_g_mol": 740.86, "relative_energy_kcal_mol": 27.4, "multiplicity": 5}

***

5.
{"formula": "C27H24N3O3SV", "method": "ωB97M-V with the def2-TZVPD basis set", "elements": ["V", "C", "C", "O", "N", "C", "C", "C", "C", "C", "C", "N", "H", "H", "H", "H", "H", "H", "H", "H", "H", "H", "N", "C", "C", "C", "C", "C", "C", "C", "C", "C", "C", "C", "C", "H", "H", "H", "H", "H", "H", "H", "H", "H", "H", "O", "C", "O", "C", "C", "C", "C", "C", "C", "S", "H", "H", "H", "H"], "xyz": [[0.343, -0.909, -0.806], [1.931, 2.708, 1.124], [1.537, 1.262, 1.162], [0.730, 0.807, 0.323], [2.065, 0.504, 2.114], [1.746, -0.909, 2.293], [2.518, -1.802, 1.353], [3.293, -2.833, 1.853], [4.007, -3.634, 0.977], [3.948, -3.360, -0.377], [3.137, -2.324, -0.801], [2.415, -1.563, 0.033], [1.218, 3.257, 0.516], [2.924, 2.802, 0.678], [1.968, 3.138, 2.123], [2.724, 0.930, 2.746], [0.674, -1.055, 2.165], [1.983, -1.172, 3.321], [3.329, -3.008, 2.920], [4.607, -4.454, 1.350], [4.495, -3.946, -1.101], [3.030, -2.116, -1.858], [1.488, 0.206, -2.280], [1.070, -0.022, -3.641], [1.987, -0.453, -4.581], [1.569, -0.742, -5.870], [0.232, -0.594, -6.206], [-0.678, -0.157, -5.257], [-0.281, 0.139, -3.954], [-1.261, 0.572, -2.928], [-2.347, 1.362, -3.308], [-3.310, 1.738, -2.385], [-3.202, 1.344, -1.060], [-2.107, 0.593, -0.660], [-1.138, 0.195, -1.580], [1.219, 1.136, -1.963], [2.494, 0.119, -2.180], [3.031, -0.563, -4.308], [2.284, -1.084, -6.605], [-0.104, -0.830, -7.206], [-1.724, -0.076, -5.516], [-2.430, 1.696, -4.334], [-4.146, 2.348, -2.702], [-3.957, 1.632, -0.341], [-2.018, 0.302, 0.381], [-0.363, -3.407, 2.081], [-0.271, -3.241, 0.890], [-0.385, -2.009, 0.370], [-0.007, -4.332, -0.083], [-0.016, -5.627, 0.446], [0.202, -6.726, -0.355], [0.435, -6.539, -1.716], [0.449, -5.268, -2.252], [0.228, -4.141, -1.451], [0.244, -2.612, -2.330], [-0.204, -5.735, 1.505], [0.187, -7.721, 0.068], [0.604, -7.391, -2.363], [0.627, -5.126, -3.310]], "total_charge": 1, "gap_ev": [6.77, 7.54], "s_squared": 0.77, "total_energy_ev": -75521.89077, "mol_weight_g_mol": 521.52, "relative_energy_kcal_mol": 0.0, "multiplicity": 2}

***

6.
{"formula": "C27H24NO4S7TeY", "method": "ωB97M-V with the def2-TZVPD basis set", "elements": ["Y", "O", "C", "C", "O", "O", "C", "C", "C", "C", "C", "C", "C", "C", "C", "C", "C", "C", "H", "H", "H", "H", "H", "H", "H", "H", "H", "H", "H", "S", "C", "N", "C", "S", "C", "C", "S", "S", "C", "S", "S", "H", "H", "H", "S", "O", "H", "H", "C", "Te", "C", "C", "C", "C", "C", "C", "C", "H", "H", "H", "H", "H", "H", "H", "H"], "xyz": [[0.401, 0.509, -0.749], [-0.175, 1.736, 1.047], [-1.541, 1.632, 1.586], [-2.368, 0.549, 0.837], [-3.508, 0.266, 1.202], [-1.733, 0.067, -0.238], [-1.423, 1.253, 3.033], [-2.505, 1.573, 3.851], [-2.513, 1.216, 5.191], [-1.471, 0.460, 5.699], [-0.381, 0.123, 4.895], [-0.359, 0.543, 3.572], [-2.184, 2.996, 1.385], [-3.357, 3.138, 0.645], [-4.034, 4.340, 0.564], [-3.516, 5.474, 1.193], [-2.300, 5.384, 1.855], [-1.639, 4.163, 1.938], [0.498, 1.744, 1.760], [-3.394, 1.999, 3.400], [-3.342, 1.530, 5.814], [-1.486, 0.097, 6.716], [0.413, -0.507, 5.278], [0.495, 0.242, 2.967], [-3.831, 2.256, 0.193], [-4.984, 4.373, 0.021], [-4.016, 6.426, 1.130], [-1.824, 6.235, 2.333], [-0.682, 4.119, 2.529], [4.627, -0.667, -3.562], [3.314, -0.308, -2.608], [2.385, -0.022, -1.930], [5.712, -0.458, 0.152], [5.534, 1.207, 0.852], [4.936, 0.740, 2.458], [3.612, 0.312, 2.733], [2.364, 0.020, 1.608], [3.392, -0.159, 4.399], [5.008, 0.173, 5.019], [5.410, 0.033, 6.618], [6.094, 0.634, 3.706], [5.840, -0.341, -0.924], [4.800, -1.014, 0.384], [6.575, -0.906, 0.610], [-0.743, 1.534, -3.138], [0.498, -1.834, -0.316], [1.394, -2.142, -0.084], [-0.126, -2.508, -0.009], [0.035, -1.702, -4.196], [-1.777, -0.818, -3.356], [-2.011, -3.483, -3.257], [-1.344, -3.766, -4.492], [-1.808, -4.759, -5.396], [-1.194, -4.969, -6.601], [-0.043, -4.245, -6.935], [0.429, -3.286, -6.088], [-0.245, -2.973, -4.905], [0.763, -1.866, -3.388], [0.412, -0.972, -4.927], [-3.086, -3.637, -3.170], [-1.526, -3.485, -2.300], [-2.658, -5.389, -5.074], [-1.587, -5.721, -7.287], [0.450, -4.440, -7.883], [1.325, -2.719, -6.361]], "total_charge": -2, "gap_ev": 4.05, "total_energy_ev": -122257.01985, "mol_weight_g_mol": 867.47, "relative_energy_kcal_mol": 0.0, "multiplicity": 1}

***

7.
{"formula": "C27H25BrIrN7O2P", "method": "ωB97M-V with the def2-TZVPD basis set", "elements": ["Ir", "C", "N", "C", "C", "N", "C", "P", "C", "N", "C", "C", "N", "C", "C", "N", "C", "C", "N", "C", "H", "H", "H", "H", "H", "H", "H", "H", "H", "H", "H", "H", "H", "H", "H", "Br", "C", "C", "C", "C", "C", "C", "C", "O", "O", "H", "H", "H", "H", "C", "C", "C", "C", "C", "C", "C", "C", "N", "H", "H", "H", "H", "H", "H"], "xyz": [[0.326, -1.190, 1.062], [3.960, 2.848, 2.795], [3.495, 1.498, 2.466], [4.220, 0.353, 2.642], [3.430, -0.675, 2.223], [2.235, -0.164, 1.792], [2.295, 1.156, 1.953], [0.957, 2.340, 1.601], [0.546, 1.724, -0.065], [0.422, 0.451, -0.430], [0.097, 0.428, -1.755], [0.035, 1.714, -2.203], [0.323, 2.516, -1.134], [0.334, 3.980, -1.166], [-0.340, 1.487, 2.553], [-0.532, 0.173, 2.608], [-1.592, -0.055, 3.436], [-2.042, 1.146, 3.897], [-1.247, 2.106, 3.336], [-1.394, 3.547, 3.542], [4.979, 2.776, 3.162], [3.334, 3.283, 3.570], [3.946, 3.477, 1.908], [5.217, 0.364, 3.045], [3.651, -1.729, 2.222], [-0.084, -0.490, -2.287], [-0.184, 2.116, -3.177], [0.328, 4.298, -2.204], [1.232, 4.358, -0.686], [-0.549, 4.373, -0.666], [-1.963, -1.044, 3.644], [-2.846, 1.393, 4.568], [-2.138, 3.706, 4.317], [-1.731, 4.024, 2.625], [-0.450, 3.979, 3.864], [-3.712, -4.624, -3.197], [-3.965, -2.859, -2.579], [-4.920, -2.040, -3.164], [-5.080, -0.737, -2.708], [-4.284, -0.249, -1.686], [-3.329, -1.081, -1.106], [-3.176, -2.393, -1.543], [-2.450, -0.535, -0.054], [-2.482, 0.582, 0.388], [-1.495, -1.424, 0.385], [-5.535, -2.418, -3.969], [-5.829, -0.104, -3.161], [-4.392, 0.766, -1.329], [-2.458, -3.047, -1.074], [1.313, -3.304, 0.661], [1.489, -2.925, -0.686], [2.661, -2.233, -1.129], [2.828, -1.915, -2.449], [1.844, -2.272, -3.387], [0.694, -2.980, -2.988], [0.513, -3.290, -1.669], [1.994, -1.882, -4.754], [2.082, -1.550, -5.851], [2.151, -3.259, 1.349], [0.515, -3.992, 0.916], [3.427, -1.977, -0.408], [3.717, -1.398, -2.784], [-0.037, -3.277, -3.729], [-0.359, -3.850, -1.357]], "total_charge": 2, "gap_ev": [7.90, 5.11], "s_squared": 8.80, "total_energy_ev": -125083.11695, "mol_weight_g_mol": 782.64, "multiplicity": 6}